Version i
Molecular formula: C2H4BrI
Method: DFT, the ωB97M-V functional and the def2-TZVPD basis

Structure (ORCA input):
```
! RIJCOSX wB97M-V def2-TZVPD def2/J DEFGRID3
* xyz 0 1
C 0.85510 -1.26922 -1.01858
C -0.58356 1.52194 0.76511
Br 0.09350 -2.42693 0.15067
I -2.17579 0.73785 -0.16536
H 1.54453 -1.65668 -1.78587
H 0.92952 -0.34606 -0.46468
H -0.50847 2.55552 1.01276
H -0.15484 0.88359 1.50596
*
```

* gap between HOMO and LUMO (alpha / beta): 7.81 / 8.24 eV
* HOMO (alpha / beta): -8.40 / -8.42 eV
* LUMO level (alpha / beta): -0.0219 / -0.0069 Eh

=====

Version ii
Molecular formula: C2H4BrI
Method: DFT, the ωB97M-V functional and the def2-TZVPD basis

Structure (ORCA input):
```
! RIJCOSX wB97M-V def2-TZVPD def2/J DEFGRID3
* xyz 0 1
C 1.01241 0.03928 0.22594
C -0.88389 0.10306 -0.15867
Br -1.57741 -1.28285 1.02546
I -1.30269 0.04973 -2.24428
H 1.35692 0.51961 -0.68227
H 1.07520 0.51957 1.12137
H 1.32369 -1.01428 0.33760
H -1.00423 1.06588 0.37485
*
```

* gap between HOMO and LUMO: 9.36 eV
* HOMO: -9.40 eV
* LUMO level: -0.0013 Eh

=====

Calculated relative energies: version i 0.0919; version ii 0.0000, given in hartree

=====

Version i
Molecular formula: C4H8FIOS
Method: DFT, the ωB97M-V functional and the def2-TZVPD basis

Structure (ORCA input):
```
! RIJCOSX wB97M-V def2-TZVPD def2/J DEFGRID3
* xyz 0 1
C 0.22729 1.04243 1.17088
C 1.63890 -0.29726 -0.48477
C 0.23181 0.34839 -0.24012
C -0.68479 -0.82015 -0.28226
O -0.04678 1.26106 -1.24858
F -1.10169 -1.10158 -1.55673
S -0.70097 -2.16011 0.84658
I -3.58792 0.45465 -0.05542
H -0.75499 0.95172 1.49572
H 0.96311 0.59231 1.77854
H 0.52507 2.06235 0.97622
H 1.64120 -0.47434 -1.53907
H 1.83174 -1.27859 0.13535
H 2.43437 0.27022 -0.19653
H -0.84823 1.89801 -1.05326
H -1.76813 -2.74911 0.25346
*
```

* gap between HOMO and LUMO (alpha / beta): 6.07 / 6.71 eV
* HOMO (alpha / beta): -8.22 / -8.38 eV
* LUMO level (alpha / beta): -0.0790 / -0.0613 Eh

=====

Version ii
Molecular formula: C4H8FIOS
Method: DFT, the ωB97M-V functional and the def2-TZVPD basis

Structure (ORCA input):
```
! RIJCOSX wB97M-V def2-TZVPD def2/J DEFGRID3
* xyz 0 1
C -0.05548 -0.71776 -1.06621
C -1.79180 0.51033 0.34522
C -0.35865 0.48383 -0.06347
C 0.38156 0.26020 1.21646
O 0.06852 1.72078 -0.49696
F -0.08118 -0.78834 2.00540
S 3.78585 -0.98868 -0.41241
I 2.35900 0.57055 1.21691
H 1.02482 -0.85952 -1.45783
H -0.32794 -1.67537 -0.51120
H -0.54973 -0.62689 -2.02318
H -2.11736 -0.53305 0.86740
H -2.49526 0.60084 -0.43673
H -2.10524 1.44054 1.03211
H -0.53750 2.40726 -0.23615
H 2.80042 -1.80470 0.02064
*
```

* gap between HOMO and LUMO (alpha / beta): 7.39 / 7.48 eV
* HOMO (alpha / beta): -8.43 / -8.04 eV
* LUMO level (alpha / beta): -0.0384 / -0.0205 Eh

=====

Calculated relative energies: version i 0.0000; version ii 0.0620, given in hartree

=====

Version i
Molecular formula: C3H7O2
Method: DFT, the ωB97M-V functional and the def2-TZVPD basis

Structure (ORCA input):
```
! RIJCOSX wB97M-V def2-TZVPD def2/J DEFGRID3
* xyz -1 1
O -1.71757 -0.06112 0.85253
C -1.42597 -0.30767 -0.32885
C 0.13283 -0.58857 -0.73940
C 0.78671 0.21577 0.44011
O 2.01468 0.78884 -0.13361
H -1.89595 0.38516 -1.08119
H -1.87025 -1.32646 -0.73932
H 0.21287 -1.65850 -0.60429
H 0.26558 0.02089 -1.68151
H 0.29398 1.09501 0.87630
H 0.98073 -0.43727 1.30138
H 2.67480 0.18226 -0.05385
*
```

* gap between HOMO and LUMO: 6.05 eV
* HOMO: -2.02 eV
* LUMO level: 0.1480 Eh
* SMILES: [O-]CCCO

=====

Version ii
Molecular formula: C3H7O2
Method: DFT, the ωB97M-V functional and the def2-TZVPD basis

Structure (ORCA input):
```
! RIJCOSX wB97M-V def2-TZVPD def2/J DEFGRID3
* xyz -1 1
C 2.13478 -0.58948 0.84514
O 2.51669 -1.72976 0.82013
H 2.41068 0.21904 0.21935
H 1.49964 -0.26573 1.67650
H -2.10696 -4.18169 4.36019
C -1.94983 2.12387 -1.17581
C -1.01707 1.09085 -1.16335
O -1.22475 -0.05779 -0.55958
H -1.72065 3.13551 -1.32975
H -2.92850 1.92908 -0.85234
H 0.08699 1.29633 -1.51809
H -2.58402 -3.58367 4.32386
*
```

* gap between HOMO and LUMO: 5.81 eV
* HOMO: -2.11 eV
* LUMO level: 0.1360 Eh

=====

Calculated relative energies: version i 0.0000; version ii 0.0090, given in hartree

=====

Version i
Molecular formula: CH3NO
Method: DFT, the ωB97M-V functional and the def2-TZVPD basis

Structure (ORCA input):
```
! RIJCOSX wB97M-V def2-TZVPD def2/J DEFGRID3
* xyz 0 1
C -0.57231 0.13715 -0.05470
N 0.43949 -0.61454 -0.01343
O -1.73178 0.14897 -0.06340
H 0.34376 2.31269 -0.03758
H 1.43628 -0.43325 0.15321
H 0.08456 -1.55103 0.01590
*
```

* gap between HOMO and LUMO (alpha / beta): 7.73 / 9.22 eV
* HOMO (alpha / beta): -7.69 / -9.05 eV
* LUMO level (alpha / beta): 0.0016 / 0.0063 Eh

=====

Version ii
Molecular formula: CH3NO
Method: DFT, the ωB97M-V functional and the def2-TZVPD basis

Structure (ORCA input):
```
! RIJCOSX wB97M-V def2-TZVPD def2/J DEFGRID3
* xyz 0 1
C 0.30430 -0.58247 -0.07066
N 0.26245 0.48807 -0.77966
O -0.06446 1.40184 0.23698
H 0.97709 -1.35616 -0.40450
H -0.52224 -0.96225 0.53844
H -0.95714 1.01096 0.47939
*
```

* gap between HOMO and LUMO: 10.04 eV
* HOMO: -9.83 eV
* LUMO level: 0.0079 Eh
* SMILES: C=NO

=====

Calculated relative energies: version i 0.0044; version ii 0.0000, given in hartree

=====

Version i
Molecular formula: C2H3Cl2N2P
Method: DFT, the ωB97M-V functional and the def2-TZVPD basis

Structure (ORCA input):
```
! RIJCOSX wB97M-V def2-TZVPD def2/J DEFGRID3
* xyz 0 1
Cl -0.43469 -0.58927 -2.01906
C -0.04041 -0.17795 -0.31205
C -1.17968 0.62965 0.21724
N -1.01541 1.86090 0.42343
P 0.57879 2.40767 0.07511
Cl 0.11180 3.14068 -1.76366
N 1.10645 0.82554 -0.21889
H 0.20095 -1.09818 0.20671
H -2.15125 0.17762 0.35077
H 2.03648 0.53845 -0.45914
*
```

* gap between HOMO and LUMO: 9.77 eV
* HOMO: -9.54 eV
* LUMO level: 0.0082 Eh
* SMILES: Cl[C@@H]1C=NP(Cl)N1

=====

Version ii
Molecular formula: C2H3Cl2N2P
Method: DFT, the ωB97M-V functional and the def2-TZVPD basis

Structure (ORCA input):
```
! RIJCOSX wB97M-V def2-TZVPD def2/J DEFGRID3
* xyz 0 1
Cl 2.60634 -1.17040 -0.01616
C 0.88886 -0.80757 -0.02532
N 0.06904 -1.65723 -0.36304
P -1.77753 -0.77848 -0.32995
N -0.84231 0.75372 -0.15277
C 0.38925 0.63730 0.35348
Cl 0.77719 0.87037 2.15825
H -1.73833 -0.71703 -1.61690
H -1.35879 1.58109 0.17310
H 0.98627 1.28824 -0.18069
*
```

* gap between HOMO and LUMO: 9.47 eV
* HOMO: -9.64 eV
* LUMO level: -0.0065 Eh
* SMILES: ClC1=NPN[C@H]1Cl

=====

Calculated relative energies: version i 0.0000; version ii 0.0839, given in hartree